C6H10O in the gas phase. Source: the OMol25 dataset; level of theory: the ωB97M-V functional and the def2-TZVPD basis.

XYZ file:
```
17
Properties=species:S:1:pos:R:3:nbo_charge:R:1
O 0.7489 3.0498 0.2295 -0.526
C 0.7666 2.4568 -0.8228 0.450
C 0.0981 1.1310 -1.0739 -0.515
C -0.6027 0.5404 0.1481 -0.405
C -0.6427 -0.9702 0.0913 -0.225
C 0.6265 -1.7245 0.3756 -0.431
C -0.5207 -1.7809 1.3473 -0.414
H 1.3225 2.8684 -1.6933 0.103
H -0.5821 1.2548 -1.9284 0.229
H 0.8835 0.4482 -1.4317 0.231
H -1.6153 0.9517 0.2398 0.214
H -0.0645 0.8611 1.0482 0.222
H -1.2793 -1.3871 -0.6885 0.210
H 0.8561 -2.6082 -0.2127 0.215
H 1.4996 -1.1403 0.6610 0.211
H -1.0813 -2.7078 1.4244 0.215
H -0.4132 -1.2433 2.2863 0.214
```

Values from the calculation:
Relative energy (zero: lowest compared OMol25 entry of this formula, charge and spin) ... 0.719 eV
SMILES string ... O=CCCC1CC1
HOMO energy ... -9.7833 eV
Electronic energy ... -8430.5214 eV
2S+1 ... 1